1:
CH4IN | ωB97M-V/def2-TZVPD

XYZ file:
```
7
CH4IN | OMol25 | ωB97M-V/def2-TZVPD
C 0.0405 0.2533 0.2935
N -1.0163 -0.7800 0.0955
I -2.9551 -0.0357 -0.0333
H -0.3258 1.0016 0.9707
H 0.7683 -0.1853 0.8013
H 0.3336 0.7492 -0.6640
H -1.0962 -1.3193 -0.9045
```

Properties
- E_LUMO (eV) = -0.04
- HOMO energy (hartree) = -0.3234
- Kohn-Sham gap (hartree) = 0.3220
- SMILES = CNI

Population analysis type Löwdin, resulting atomic charges in e: C -0.247; N -0.603; I 0.653; H 0.044; H 0.012; H 0.089; H 0.052

2:
CH4IN | ωB97M-V/def2-TZVPD

XYZ file:
```
7
CH4IN | OMol25 | ωB97M-V/def2-TZVPD
C -0.0790 0.1215 0.6046
N 0.1518 0.5919 -0.6889
I 1.5895 -0.4727 -1.7485
H -0.5249 -0.8362 0.9290
H 0.7520 -0.0797 1.3264
H -0.6357 0.8440 1.2958
H -1.2537 -0.1689 -1.7184
```

Properties
- E_LUMO (spin up / spin down) (eV) = -1.05 / -0.82
- HOMO energy (spin up / spin down) (hartree) = -0.3372 / -0.3365
- Kohn-Sham gap (spin up / spin down) (hartree) = 0.2987 / 0.3065

Population analysis type Löwdin, resulting atomic charges in e: C -0.456; N -0.570; I 0.624; H 0.071; H 0.070; H 0.092; H 0.169

Q: Which of them is the most stable? A: 1.